Record 1
C4H7CuO2 as an isolated structure at a distorted geometry, computed with wB97M-V/def2-TZVPD.

ΔE to the lowest compared entry with this formula, charge and spin	161.1	kJ/mol
molar mass	150.64	g mol⁻¹
E_tot	-1947.43998	a.u.
spin multiplicity	2
net charge	-1

XYZ file:
```
14
Properties=species:S:1:pos:R:3:forces:R:3
O 2.15047 -0.42219 -1.08563 -3.25 -0.24 -1.10
C 2.06154 -0.03702 0.26391 -0.87 -0.09 -0.31
C 0.63013 -0.34537 0.74580 0.66 0.54 -0.22
C -0.36341 -0.08951 -0.38404 -0.58 0.02 0.79
C -1.69311 0.09065 0.04112 -0.69 0.89 -1.37
O -2.72376 0.09976 -0.69952 -0.07 0.17 0.22
Cu -4.93336 0.78080 -1.22238 0.77 -0.20 0.27
H -0.23654 0.58855 -1.24414 0.40 -0.20 0.29
H 2.21561 1.05947 0.36848 0.32 -0.36 0.09
H 2.78023 -0.62802 0.86386 0.01 0.49 -0.11
H 0.41243 0.25189 1.64582 -0.04 -0.14 -0.01
H 0.61789 -1.41037 1.03295 -0.25 0.23 -0.06
H 0.89741 -0.47125 -1.37954 3.75 -0.21 1.13
H -1.81553 0.53261 1.05332 -0.14 -0.90 0.40
```
Positions in Å, forces in eV/Å.



Record 2
C4H7CuO4 as an isolated structure at a distorted geometry, computed with wB97M-V/def2-TZVPD.

ΔE to the lowest compared entry with this formula, charge and spin	0.0	kJ/mol
molar mass	182.64	g mol⁻¹
E_tot	-2097.92438	a.u.
spin multiplicity	3

XYZ file:
```
16
Properties=species:S:1:pos:R:3:forces:R:3
O 1.11211 0.20824 1.36719 -0.19 0.52 -0.14
C 0.44933 -0.99837 1.09157 -0.14 -0.10 -0.02
C -0.37734 -0.83995 -0.17463 0.29 -0.59 -0.24
O -1.09888 0.38689 -0.05908 -0.25 -0.23 0.12
C -2.02799 0.61081 -1.10722 -0.26 0.21 -0.37
Cu -0.03097 1.77088 0.96986 0.94 -0.42 0.33
H -0.20616 -1.26882 1.93703 0.12 0.09 -0.19
H 1.16088 -1.82861 0.94828 -0.05 0.29 0.04
H -1.08401 -1.67528 -0.29536 0.11 0.21 0.00
H 0.26877 -0.78266 -1.06703 -0.14 -0.03 0.22
H -2.79316 -0.17837 -1.10524 0.20 0.18 0.03
H -2.50058 1.58285 -0.92766 0.15 -0.27 -0.04
H -1.51244 0.62394 -2.07912 -0.13 0.00 0.23
O 2.39151 1.82340 -0.00968 -0.34 -1.15 1.38
C 2.73121 0.71700 0.33982 1.05 1.31 -2.74
O 3.51773 -0.15195 0.17126 -1.37 -0.03 1.40
```
Positions in Å, forces in eV/Å.



Record 3
A single C4H7F molecule at a distorted geometry, computed with wB97M-V/def2-TZVPD.

ΔE to the lowest compared entry with this formula, charge and spin	107.5	kJ/mol
molar mass	74.10	g mol⁻¹
E_tot	-256.40290	a.u.
spin multiplicity	1
structure (SMILES)	C=C(F)CC

XYZ file:
```
12
Properties=species:S:1:pos:R:3:forces:R:3
C -1.30862 -0.05007 0.09479 -1.57 -1.36 2.67
C -0.14305 -0.95954 -0.09983 0.09 0.99 -1.80
C 1.04499 -0.05651 0.04592 -1.16 -2.54 0.51
C 1.07059 1.25542 0.03141 -0.51 0.55 -0.48
H -1.07506 0.87860 -0.47802 -1.49 -0.89 0.69
H -1.30507 0.03530 1.33802 -0.50 0.65 -3.37
H -2.21238 -0.68382 -0.18200 0.63 1.61 0.19
H -0.08254 -1.28740 -1.19019 -0.11 0.02 1.27
H -0.26344 -1.82663 0.54378 0.77 -0.03 0.07
H 2.00008 1.66971 -0.22128 1.26 0.93 0.32
H 0.16954 1.91162 0.00560 1.26 -0.84 0.14
F 2.10497 -0.88668 0.11181 1.33 0.90 -0.21
```
Positions in Å, forces in eV/Å.



Record 4
A single C4H7F molecule at a distorted geometry, computed with wB97M-V/def2-TZVPD.

ΔE to the lowest compared entry with this formula, charge and spin	60.7	kJ/mol
molar mass	74.10	g mol⁻¹
E_tot	-256.42072	a.u.
spin multiplicity	1
structure (SMILES)	C/C=C(\C)F

XYZ file:
```
12
Properties=species:S:1:pos:R:3:forces:R:3
C -1.68609 -0.25633 -0.00629 3.23 -0.75 1.10
C -0.25928 -0.99507 -0.15197 -3.81 -1.71 0.67
C 0.89011 -0.45604 -0.16071 3.57 3.67 0.73
C 1.22292 0.98527 -0.06013 -0.68 1.16 2.45
H -2.32179 -0.81475 0.66469 -0.20 -0.48 -0.15
H -2.14329 -0.08688 -0.95081 -0.41 0.28 -0.62
H -1.45395 0.65844 0.56498 -0.39 -0.06 -0.67
H -0.08616 -2.05112 0.02462 -1.06 -0.46 -0.26
H 0.25507 1.50480 -0.06292 0.39 0.23 0.16
H 1.75292 1.21780 1.00623 -1.08 -0.58 -2.72
H 1.75913 1.40173 -0.88876 0.74 -0.02 -0.29
F 2.07041 -1.10784 0.02108 -0.30 -1.27 -0.39
```
Positions in Å, forces in eV/Å.



Record 5
A single C4H7F2N3O molecule at a distorted geometry, computed with wB97M-V/def2-TZVPD.

molar mass	151.12	g mol⁻¹
E_tot	-595.71734	a.u.
spin multiplicity	1
structure (SMILES)	CON1N=CCC(F)(F)N1

XYZ file:
```
17
Properties=species:S:1:pos:R:3:forces:R:3
C -1.23834 1.42695 0.61379 0.19 0.01 -0.42
C -0.93951 1.81132 -0.80417 0.22 -0.42 -0.30
C -0.27604 0.65372 -1.54099 -0.83 0.18 -0.58
C 1.27128 -2.22652 1.49497 -0.28 -0.21 -0.10
N -0.68939 0.47074 1.23138 -0.35 0.87 1.69
N 0.74891 0.06343 -0.81136 -0.18 -0.12 2.85
N 0.07962 -0.42106 0.70841 0.98 -1.40 -3.99
O 1.13435 -0.81348 1.47808 0.23 1.03 0.32
F 0.22085 1.08697 -2.74409 0.18 0.04 0.17
F -1.26430 -0.25212 -1.92781 0.05 0.06 0.27
H -1.97732 1.99298 1.15908 -0.02 0.08 0.16
H -1.86003 2.07319 -1.32884 0.09 -0.01 -0.03
H -0.26168 2.66833 -0.83442 -0.08 -0.04 0.02
H 0.40845 -2.69314 1.97428 0.03 0.03 -0.03
H 2.17020 -2.41609 2.07612 -0.01 0.03 -0.02
H 1.39023 -2.62917 0.48735 0.02 0.02 -0.01
H 1.08273 -0.79605 -1.23178 -0.25 -0.15 0.01
```
Positions in Å, forces in eV/Å.



Record 6
A single C4H7F2P molecule at a distorted geometry, computed with wB97M-V/def2-TZVPD.

ΔE to the lowest compared entry with this formula, charge and spin	207.9	kJ/mol
molar mass	124.07	g mol⁻¹
E_tot	-697.52815	a.u.
spin multiplicity	1
structure (SMILES)	C/C=C/[PH2]=C(F)F

XYZ file:
```
14
Properties=species:S:1:pos:R:3:forces:R:3
C -1.20679 -0.46095 -0.20207 -1.32 0.43 -0.65
C -0.57962 0.65477 0.16117 -0.26 1.36 0.21
C -2.67312 -0.86050 -0.49021 0.90 1.41 2.70
C 3.48340 0.33551 0.18361 0.47 0.38 -0.22
F 3.77473 -0.86016 0.65619 -0.16 -0.44 0.22
F 3.91265 0.28853 -1.07816 -0.16 0.25 0.10
P 1.43450 0.74259 0.37331 -2.87 0.61 -0.49
H -0.63665 -1.23209 -0.57732 1.90 -1.86 -0.24
H -1.21903 1.60448 0.31832 1.24 -1.39 0.12
H -2.92708 -1.88096 -0.16548 0.23 0.47 -0.20
H -3.31671 -0.12628 -0.02511 -0.43 -0.07 0.75
H -2.91439 -0.67080 -1.47567 -0.10 -0.29 -2.52
H 1.48424 2.15225 0.63772 0.27 -0.73 -0.31
H 1.38388 0.31359 1.68370 0.30 -0.14 0.53
```
Positions in Å, forces in eV/Å.



Record 7
C4H7F3NO2S2 as an isolated structure at a distorted geometry, computed with wB97M-V/def2-TZVPD.

molar mass	222.23	g mol⁻¹
E_tot	-1457.45509	a.u.
spin multiplicity	1
net charge	+1

XYZ file:
```
19
Properties=species:S:1:pos:R:3:forces:R:3
C -0.51730 -0.71728 0.70174 3.90 -1.96 0.02
C -2.92923 -0.74443 0.62576 1.18 0.88 -0.77
C 1.62420 -0.04014 -0.56506 2.56 3.29 -2.30
C 0.92703 0.07496 -1.93188 0.44 -0.07 0.18
N 0.82703 0.55018 0.52155 -1.17 -0.37 1.49
O 0.06209 -1.74204 0.76693 -1.75 0.23 0.18
O -1.58937 -0.13347 0.68826 -2.03 1.01 0.39
F 1.68455 -0.54074 -2.87281 -1.11 0.44 0.95
F -0.30595 -0.47245 -1.82755 0.20 -0.47 -0.54
F 0.71299 1.33629 -2.29545 0.36 0.05 -0.26
S -0.04632 2.10645 0.31104 0.89 0.56 -0.58
S 1.69949 0.45003 2.12329 0.99 0.16 -1.17
H -3.19561 -0.83560 -0.36130 -0.30 0.53 -2.68
H -3.64069 -0.17805 1.11065 -0.83 1.67 1.32
H -2.98406 -1.70826 0.91188 0.69 -3.22 1.87
H 2.71491 0.43135 -0.74633 -2.55 -0.51 0.78
H 1.82149 -1.04682 -0.41203 0.02 -1.88 0.78
H 0.11432 2.50336 1.57994 0.11 -0.17 0.07
H 3.02043 0.70668 1.67137 -1.61 -0.17 0.25
```
Positions in Å, forces in eV/Å.



Record 8
A 2-piece molecular cluster, C4H7FN2 overall at a distorted geometry, computed with wB97M-V/def2-TZVPD.

ΔE to the lowest compared entry with this formula, charge and spin	466.9	kJ/mol
molar mass	102.11	g mol⁻¹
E_tot	-365.80066	a.u.
spin multiplicity	1

XYZ file:
```
14
Properties=species:S:1:pos:R:3:forces:R:3
C 0.55623 -1.69731 3.31209 -2.18 -1.97 -1.59
C 1.20993 -0.58079 3.00890 2.70 -3.36 4.55
C 0.55400 1.07688 1.30392 -0.25 0.63 -0.78
C -0.80237 1.03390 -3.38803 -0.34 0.80 -3.05
N 0.86465 0.26067 2.06516 -0.24 1.39 -1.36
N -0.39881 0.45856 -2.12903 0.11 2.30 2.38
F -1.53867 -0.24620 -1.56532 0.53 0.53 -0.65
H 0.67264 -2.51675 4.05501 0.93 1.40 -0.20
H -0.25679 -2.06190 2.62334 0.49 0.95 0.66
H 2.16652 -0.49499 3.65004 -1.48 0.98 -1.37
H -0.28375 1.26816 -1.39078 -0.33 -2.03 -1.67
H -0.02214 1.80458 -3.85816 -1.41 -1.76 1.59
H -0.89444 0.22045 -4.12527 0.61 -0.01 0.19
H -1.82700 1.47473 -3.56187 0.85 0.15 1.29
```
Positions in Å, forces in eV/Å.



Record 9
A single C4H7FN2 molecule at a distorted geometry, computed with wB97M-V/def2-TZVPD.

ΔE to the lowest compared entry with this formula, charge and spin	609.9	kJ/mol
molar mass	102.11	g mol⁻¹
E_tot	-365.74621	a.u.
spin multiplicity	1

XYZ file:
```
14
Properties=species:S:1:pos:R:3:forces:R:3
C 0.32007 1.15224 0.41345 4.32 -1.76 0.31
C 2.00682 -0.05908 0.62604 -3.45 0.88 2.43
C 1.35536 -1.15839 -0.17508 -1.17 2.59 -1.41
C -1.94219 0.60292 0.05352 -2.12 1.68 0.08
N -0.09459 -1.04755 -0.08992 -2.06 -0.89 -0.14
N -0.55534 0.26951 0.11477 1.13 1.79 0.77
F 3.04664 0.39886 -0.02580 1.32 0.76 -1.34
H 0.31643 2.17042 0.88656 -1.13 -1.18 -0.85
H 1.60507 -1.04093 -1.21932 0.73 -0.44 -0.69
H 1.54665 -2.08115 0.24148 0.94 -2.10 0.60
H -2.58576 -0.22694 -0.20031 0.00 -0.28 -0.06
H -2.38536 1.14033 0.95836 1.07 -1.18 -0.66
H -2.02781 1.40106 -0.71360 -0.19 -0.77 0.09
H -0.60599 -1.52129 -0.87015 0.60 0.90 0.86
```
Positions in Å, forces in eV/Å.



Record 10
A single C4H7FN2O molecule at a distorted geometry, computed with wB97M-V/def2-TZVPD.

ΔE to the lowest compared entry with this formula, charge and spin	487.3	kJ/mol
molar mass	118.11	g mol⁻¹
E_tot	-441.06560	a.u.
spin multiplicity	1
structure (SMILES)	C/N=C/C(F)=C\NO

XYZ file:
```
15
Properties=species:S:1:pos:R:3:forces:R:3
C 0.50213 2.43024 0.56424 -0.40 -1.33 2.64
C 1.04248 0.46390 -0.50268 1.59 -0.01 0.59
C 0.88076 -0.98171 -0.64566 0.12 3.07 -0.64
C -0.19323 -1.68887 -0.58961 -3.01 -2.52 0.90
H 1.59643 2.36227 0.88911 -1.02 0.33 -1.21
H 0.06838 2.14474 1.70117 0.40 1.74 -3.02
H 0.25476 3.45090 0.07911 -0.03 -1.94 1.07
H 2.07882 0.96500 -0.47937 -1.09 -1.35 -0.16
H 0.01511 -2.78834 -0.65800 -0.88 1.04 -0.04
H -1.41338 -0.39679 0.29999 -0.04 -0.31 -1.13
H -3.18063 -2.07893 0.15895 4.01 -0.67 1.66
N 0.05367 1.15718 -0.15423 0.12 2.49 0.94
N -1.51448 -1.22826 -0.32439 1.34 0.77 0.88
O -2.15520 -2.16756 0.53703 -4.45 -0.01 -1.76
F 1.96437 -1.64375 -0.87565 3.33 -1.32 -0.72
```
Positions in Å, forces in eV/Å.



Question: Number 2 is which compound?
Answer: C4H7CuO4